{"formula": "C28H61IrN8Si4", "method": "wB97M-V/def2-TZVPD", "homo_energy_ev": -12.604, "charge": 2, "spin_multiplicity": 1, "relative_energy_ev": 0.0000, "orbital_gap_ev": 6.495, "species": ["Ir", "C", "N", "C", "C", "N", "C", "C", "C", "C", "C", "C", "N", "C", "N", "C", "C", "N", "C", "C", "N", "C", "C", "H", "H", "H", "H", "H", "H", "H", "H", "H", "H", "H", "H", "H", "H", "H", "H", "H", "H", "H", "H", "H", "H", "H", "H", "H", "H", "H", "H", "C", "N", "C", "C", "N", "H", "H", "H", "H", "H", "H", "C", "Si", "C", "C", "Si", "Si", "C", "C", "C", "Si", "C", "C", "C", "H", "H", "H", "H", "H", "H", "H", "H", "H", "H", "H", "H", "H", "H", "H", "H", "H", "H", "H", "H", "H", "H", "H", "H", "H", "H", "H"], "coordinates": [[-0.4904, -0.2238, -0.3814], [-0.3131, 3.4672, -3.1357], [-0.4204, 2.0099, -2.9625], [-1.7241, 1.5606, -2.5139], [0.6668, 1.2249, -2.8363], [0.5679, 0.0725, -2.1214], [1.4818, -0.9989, -2.3721], [2.2576, -1.2292, -3.5109], [3.2376, -2.2069, -3.4886], [3.4623, -2.9547, -2.3326], [2.5820, -2.8430, -1.2739], [1.5229, -1.9444, -1.3590], [0.4193, -1.9334, -0.4545], [-0.0983, -3.1429, -0.0980], [-0.8142, -3.3792, 1.0038], [-1.8290, -4.4369, 1.0130], [-0.8870, -2.5348, 2.1823], [0.1081, -4.2184, -0.8975], [0.0445, -4.1590, -2.3538], [0.5705, -5.4903, -0.3508], [1.7768, 1.6168, -3.4974], [1.6956, 2.2296, -4.8258], [3.1520, 1.4062, -3.0483], [-0.9166, 3.9574, -2.3782], [-0.6783, 3.7691, -4.1178], [0.7170, 3.7881, -3.0179], [-2.4856, 2.1669, -3.0015], [-1.8448, 1.6985, -1.4225], [-1.8852, 0.5154, -2.7669], [2.0974, -0.6429, -4.4049], [3.8474, -2.3679, -4.3674], [4.2862, -3.6535, -2.2811], [2.6812, -3.4721, -0.3971], [-2.0213, -4.7950, 0.0070], [-2.7463, -4.0186, 1.4286], [-1.5230, -5.2744, 1.6404], [-0.0840, -1.8100, 2.1964], [-0.8132, -3.1693, 3.0667], [-1.8361, -2.0198, 2.2040], [-0.3479, -3.2000, -2.6820], [-0.6310, -4.9452, -2.6951], [1.0233, -4.3152, -2.8067], [0.7620, -5.3982, 0.7153], [1.5021, -5.7645, -0.8505], [-0.1574, -6.2865, -0.5174], [0.6702, 2.2460, -5.1787], [2.2924, 1.6309, -5.5165], [2.0953, 3.2442, -4.8209], [3.1877, 0.8744, -2.1051], [3.6272, 2.3802, -2.9272], [3.7088, 0.8344, -3.7895], [-5.5839, -2.2099, 0.3091], [-4.9090, -0.9379, 0.0137], [-5.7356, 0.2449, -0.2716], [-3.6190, -0.8236, 0.1265], [-2.4679, -0.7264, 0.2351], [-6.2243, -2.0912, 1.1824], [-4.8427, -2.9796, 0.5060], [-6.1876, -2.5033, -0.5483], [-6.4228, 0.4145, 0.5563], [-6.3019, 0.0801, -1.1870], [-5.0981, 1.1177, -0.3876], [2.6067, 1.2399, 3.8885], [2.1153, 0.0778, 2.5235], [1.8960, -1.6297, 3.2548], [3.3866, -0.0498, 1.1453], [0.2923, 1.0856, 1.4046], [1.2357, 3.2480, 0.9574], [-0.2361, 4.1828, 0.2467], [2.5423, 3.1432, -0.3656], [1.8704, 4.2770, 2.3749], [-1.5156, 1.5762, 2.9013], [-2.2825, 0.0760, 3.7135], [-2.8847, 2.3295, 1.8449], [-1.0044, 2.7882, 4.2172], [3.3701, 0.7619, 4.5100], [1.7600, 1.4732, 4.5357], [3.0206, 2.1746, 3.5207], [2.7933, -1.8510, 3.8409], [1.8077, -2.4039, 2.4883], [1.0405, -1.7073, 3.9283], [4.1779, -0.7681, 1.3856], [3.8724, 0.9085, 0.9507], [2.9078, -0.3805, 0.2222], [-0.8389, 3.5408, -0.3949], [0.0828, 5.0568, -0.3315], [-0.8839, 4.5479, 1.0471], [2.3610, 2.2889, -1.0091], [3.5480, 3.0472, 0.0482], [2.5295, 4.0525, -0.9759], [1.3045, 4.1704, 3.2972], [1.7920, 5.3199, 2.0525], [2.9173, 4.0795, 2.6035], [-2.8346, -0.5132, 2.9823], [-3.0004, 0.4079, 4.4699], [-1.5553, -0.5685, 4.2131], [-3.1371, 1.6486, 1.0260], [-2.5949, 3.2874, 1.4117], [-3.7955, 2.4967, 2.4289], [-0.2692, 2.3767, 4.9098], [-1.8959, 3.0468, 4.7967], [-0.6055, 3.7122, 3.8025]], "forces_ev_per_a": [[-1.8, 0.4, -1.8], [0.0, -0.1, -0.2], [0.0, 0.2, 0.5], [0.1, -0.1, -0.1], [-0.1, -0.2, -0.2], [1.2, 0.2, 0.1], [-0.1, 0.2, 0.0], [-0.1, 0.0, 0.0], [0.0, -0.1, 0.1], [0.0, 0.0, -0.1], [-0.1, 0.0, 0.0], [0.2, -0.1, 0.3], [0.2, -0.8, 0.5], [0.3, -0.2, -0.2], [-0.3, 0.2, -0.1], [0.1, 0.0, 0.0], [0.2, 0.0, 0.0], [0.0, 0.0, -0.1], [-0.1, 0.0, 0.1], [-0.1, 0.0, 0.0], [0.0, -0.1, -0.1], [0.0, 0.0, 0.1], [0.0, 0.0, -0.1], [0.0, 0.0, 0.0], [0.0, 0.0, 0.0], [0.0, 0.0, 0.0], [0.0, 0.0, 0.0], [0.0, 0.0, 0.0], [0.0, 0.0, 0.0], [0.1, 0.0, 0.0], [0.0, 0.0, 0.0], [0.0, 0.0, 0.0], [0.0, 0.0, 0.0], [0.0, 0.0, 0.0], [0.0, 0.0, 0.0], [0.0, 0.0, 0.0], [-0.2, 0.0, -0.2], [0.1, 0.0, 0.0], [-0.1, 0.0, 0.0], [0.0, 0.0, 0.0], [0.0, 0.0, 0.0], [0.0, 0.0, 0.0], [0.0, 0.0, 0.0], [0.0, 0.0, 0.0], [0.0, 0.0, 0.0], [0.0, 0.0, 0.0], [0.0, 0.0, 0.0], [0.0, 0.0, 0.0], [0.0, 0.0, 0.0], [0.0, 0.0, 0.0], [0.0, 0.0, 0.0], [0.0, 0.1, 0.0], [0.0, 0.0, 0.0], [0.0, -0.1, 0.0], [0.0, -0.1, 0.1], [0.4, 0.1, 0.4], [0.0, 0.0, 0.0], [0.0, 0.0, 0.0], [0.0, 0.0, 0.0], [0.0, 0.0, 0.0], [0.0, 0.0, 0.0], [0.0, 0.0, 0.0], [0.2, -0.1, 0.2], [-0.1, 0.0, -0.5], [0.1, -0.1, 0.2], [0.3, 0.0, 0.2], [0.3, 0.0, 1.2], [-0.6, 0.0, -0.4], [0.0, 0.2, 0.0], [0.2, 0.1, -0.1], [0.1, -0.1, 0.2], [-0.1, -0.1, -0.6], [0.0, -0.1, 0.2], [-0.1, 0.1, 0.0], [0.0, 0.1, 0.1], [0.0, 0.0, 0.0], [0.0, 0.0, 0.0], [0.0, 0.0, 0.0], [0.0, 0.0, 0.0], [0.1, 0.0, 0.1], [0.1, 0.0, 0.0], [0.0, 0.0, 0.0], [0.0, 0.0, 0.0], [0.0, 0.0, 0.0], [-0.1, 0.0, 0.0], [0.0, 0.0, 0.0], [0.0, 0.0, 0.0], [0.0, 0.0, 0.0], [0.0, -0.1, 0.0], [0.0, 0.0, 0.0], [0.0, 0.0, 0.0], [0.0, 0.0, 0.0], [0.0, 0.0, 0.0], [0.0, 0.0, 0.0], [0.0, 0.0, 0.0], [0.0, 0.0, 0.0], [0.0, 0.1, 0.0], [0.0, 0.0, 0.0], [0.0, 0.0, 0.0], [0.0, 0.0, 0.0], [0.0, 0.0, 0.0], [0.0, 0.0, 0.0]]}